Record 1
Formula: C2H11NO4
Source: the Open Molecules 2025 dataset
Level of theory: ωB97M-V with the def2-TZVPD basis set

Electronic energy   -438.50396 a.u.
HOMO-LUMO gap   10.8 eV
Multiplicity   1
Molecular weight   113.11 g mol⁻¹
Energy relative to the best compared isomer or geometry (same formula, charge and spin)   33.59 kcal per mole
HOMO level   -10.145 eV
SMILES string   NCC=O.O.O.O

```
18
C2H11NO4, DFT ωB97M-V with the def2-TZVPD basis set
N -0.4819 0.3804 1.4165
C -0.5044 -0.9544 0.8384
C -0.3815 -0.9004 -0.6711
O -1.1461 -1.4726 -1.4015
H -1.1826 0.9478 0.9424
H -0.7456 0.3391 2.3994
H -1.3616 -1.5772 1.0734
H 0.3815 -1.5528 1.0645
H 0.5061 -0.3670 -1.0521
O -2.7453 0.9282 -0.7184
H -3.0222 1.4783 -1.4585
H -2.4909 0.0989 -1.1524
O 3.0274 -0.7101 -0.1768
H 2.5133 0.0094 0.2148
H 3.8746 -0.3198 -0.4021
O 1.7958 1.8155 0.4214
H 2.0745 2.3123 1.1982
H 0.9196 1.4515 0.6573
```

***

Record 2
Formula: C30H28I2N4OOsSi
Source: the Open Molecules 2025 dataset
Level of theory: ωB97M-V with the def2-TZVPD basis set

Charge   +2
<S²>   6.0434
Electronic energy   -2429.25610 a.u.
HOMO-LUMO gap (spin up / spin down)   8.3 / 5.7 eV
Multiplicity   5
Molecular weight   932.71 g mol⁻¹
Energy relative to the best compared isomer or geometry (same formula, charge and spin)   12.63 kcal per mole
HOMO level (spin up / spin down)   -13.650 / -13.808 eV

```
67
C30H28I2N4OOsSi, DFT ωB97M-V with the def2-TZVPD basis set
Os -0.4885 -0.0500 0.5102
I -8.0981 -1.6394 -1.4866
C -6.2785 -1.3174 -0.6159
C -5.9916 -1.8756 0.6368
C -4.7732 -1.6504 1.2208
I -4.3250 -2.4460 3.0677
C -3.7597 -0.8589 0.5568
O -2.6367 -0.6918 1.1087
C -4.0912 -0.2801 -0.7305
C -3.1117 0.5973 -1.4728
N -2.1805 1.2844 -0.5704
C -1.4846 2.4350 -1.1448
C -0.5296 2.9464 -0.0978
C -0.1863 4.2792 0.0151
C 0.6768 4.6740 1.0264
C 1.1529 3.7236 1.9151
C 0.7695 2.4077 1.7498
N -0.0435 2.0186 0.7531
C -5.3228 -0.5132 -1.2742
H -6.7368 -2.4772 1.1370
H -3.6865 1.3271 -2.0547
H -2.5251 0.0072 -2.1840
H -2.6943 1.6015 0.2523
H -2.1714 3.2321 -1.4522
H -0.9420 2.1054 -2.0393
H -0.6010 4.9984 -0.6763
H 0.9570 5.7120 1.1282
H 1.8094 3.9871 2.7290
H 1.1192 1.6286 2.4152
H -5.5866 -0.0716 -2.2256
N -0.8860 -2.2549 -1.8867
C -0.7509 -2.8861 -0.6955
C -0.8654 -4.2859 -0.5952
C -0.7524 -4.8849 0.6287
C -0.5363 -4.1007 1.7712
C -0.4447 -2.7498 1.6115
N -0.5376 -2.1409 0.4021
H -0.8569 -2.8109 -2.7255
H -0.5541 -1.3030 -1.9611
H -1.0342 -4.8649 -1.4909
H -0.8285 -5.9589 0.7114
H -0.4490 -4.5386 2.7515
H -0.2850 -2.0891 2.4588
C 4.2984 -0.0152 3.6240
C 4.3754 0.9275 2.6067
C 3.6269 0.7631 1.4524
C 2.7929 -0.3486 1.2909
C 2.7419 -1.2943 2.3201
C 3.4850 -1.1297 3.4780
Si 1.7943 -0.5504 -0.2796
C 2.5118 0.4767 -1.6626
C 3.6591 -0.0634 -2.2557
C 4.3317 0.6168 -3.2566
C 3.8660 1.8492 -3.6922
C 2.7319 2.4004 -3.1196
C 2.0649 1.7161 -2.1147
H 4.8877 0.1087 4.5211
H 5.0343 1.7785 2.7076
H 3.7148 1.4918 0.6559
H 2.1368 -2.1866 2.2083
H 3.4446 -1.8760 4.2590
H 1.8270 -1.9694 -0.7013
H 4.0385 -1.0242 -1.9308
H 5.2184 0.1854 -3.6990
H 4.3895 2.3785 -4.4748
H 2.3722 3.3628 -3.4533
H 1.1976 2.1768 -1.6612
```

***

Record 3
Formula: C5H8N2O
Source: the Open Molecules 2025 dataset
Level of theory: ωB97M-V with the def2-TZVPD basis set

Electronic energy   -380.06380 a.u.
HOMO-LUMO gap   10.5 eV
Multiplicity   1
Molecular weight   112.13 g mol⁻¹
Energy relative to the best compared isomer or geometry (same formula, charge and spin)   15.30 kcal per mole
HOMO level   -9.743 eV
SMILES string   C[C@]12CNC(=O)N1C2

```
16
C5H8N2O, DFT ωB97M-V with the def2-TZVPD basis set
C -0.1637 0.1416 1.5739
C -0.0594 -0.2757 0.1325
C -0.2332 0.7947 -0.9425
N -0.9837 0.0767 -1.9417
C -1.3127 -1.1993 -1.5946
O -1.9500 -1.9695 -2.2583
N -0.7775 -1.4621 -0.3060
C 0.6770 -1.4916 -0.2700
H -0.1313 -0.7344 2.2149
H -1.1023 0.6630 1.7495
H 0.6606 0.8037 1.8322
H -0.7959 1.6486 -0.5473
H 0.7225 1.1559 -1.3405
H -1.3108 0.5001 -2.7931
H 1.2130 -1.5025 -1.2118
H 1.0855 -2.1401 0.4925
```